ORCA calculation (ωB97M-V with the def2-TZVPD basis set) on a cluster of 15 separate species, C5H38NO15 in total in a non-equilibrium geometry.

The HOMO energy comes out at -0.4818 Ha. Its calculated total energy is -1396.3279 Ha. The LUMO energy comes out at -2.803 eV. As for the net charge: +1. Its energy relative to the best compared isomer or geometry (same formula, charge and spin) is 103.89 kcal per mole.

Positions of all 59 atoms, in Å:
O 1.123 0.821 -3.279
C 0.046 1.380 -3.703
C -1.256 1.198 -2.909
N -0.796 0.740 -1.496
C -1.523 1.566 -0.439
C -2.279 2.598 -1.248
C -2.125 2.425 -2.816
H 0.027 1.710 -4.751
H -1.681 0.230 -3.258
H -1.079 -0.226 -1.468
H 0.197 0.857 -1.358
H -2.060 0.856 0.007
H -0.904 2.256 0.260
H -2.144 3.697 -1.124
H -3.406 2.567 -0.971
H -1.546 3.262 -3.160
H -3.117 2.582 -3.418
H 1.565 -2.512 -0.165
H 0.897 -1.204 -0.060
O 1.714 -1.684 0.200
H 2.486 -0.073 -1.296
H 4.048 0.076 -1.039
O 3.279 0.550 -1.392
H 2.194 1.376 -0.354
H 1.338 2.376 0.664
O 1.356 1.415 0.124
H -2.602 -4.629 -0.216
H -2.464 -3.326 0.374
O -2.702 -3.715 -0.331
H 1.347 -2.025 4.551
H 1.959 -2.549 3.309
O 1.392 -2.756 4.026
H -0.626 -0.244 4.668
H -0.458 0.456 3.368
O -0.674 -0.409 3.746
H 0.369 1.165 1.748
H 1.132 1.713 3.004
O 0.291 1.852 2.502
H 2.970 -0.079 3.678
H 3.213 1.373 3.833
O 2.544 0.714 4.128
H 3.973 -1.042 2.045
H 2.526 -1.406 1.475
O 3.078 -1.181 2.310
H -1.216 -2.117 0.045
H -0.528 -2.441 -1.365
O -0.682 -1.720 -0.697
H -3.804 -0.530 -1.086
H -3.374 -1.131 -2.324
O -3.304 -0.351 -1.907
H 1.122 4.685 1.173
H 0.058 3.892 1.714
O 0.713 3.954 0.885
H -1.533 -2.082 2.588
H -0.278 -2.626 2.043
O -1.263 -2.587 1.826
H -1.052 -2.840 -3.795
H 0.340 -2.835 -3.274
O -0.552 -2.326 -3.255


ORCA calculation (ωB97M-V with the def2-TZVPD basis set) on a cluster of 15 separate species, C5H38NO15 in total in a non-equilibrium geometry.

The HOMO energy comes out at -0.4479 Ha. Its calculated total energy is -1396.3851 Ha. The LUMO energy comes out at -2.337 eV. As for the net charge: +1. Its energy relative to the best compared isomer or geometry (same formula, charge and spin) is 67.99 kcal per mole.

Positions of all 59 atoms, in Å:
O 3.056 1.488 -1.529
C 3.924 1.642 -0.698
C 4.135 0.397 0.272
C 3.698 -0.981 -0.199
C 2.415 -0.958 -1.055
C 2.430 -1.556 -2.233
N 1.219 -1.360 -3.076
H 4.355 2.588 -0.391
H 5.204 0.405 0.570
H 3.541 0.752 1.162
H 4.462 -1.476 -0.792
H 3.523 -1.579 0.705
H 1.709 -0.229 -0.703
H 3.213 -2.105 -2.713
H 1.364 -1.436 -4.082
H 0.984 -0.345 -2.932
H 0.570 -2.024 -2.646
H -1.304 -0.948 -0.017
H -1.474 -0.765 -1.416
O -0.796 -0.538 -0.764
H -4.740 1.310 -0.376
H -5.495 0.288 0.354
O -4.935 1.075 0.549
H 0.156 2.195 1.639
H 0.582 3.254 2.658
O -0.020 2.492 2.545
H -0.055 -1.679 2.882
H 0.471 -1.559 1.424
O 0.359 -2.179 2.178
H -3.486 0.699 2.186
H -2.434 1.528 2.716
O -2.527 0.625 2.354
H -0.133 -4.936 -1.720
H 0.000 -3.678 -1.084
O 0.296 -4.091 -1.914
H -1.192 -4.963 0.828
H -0.911 -3.521 1.588
O -0.858 -4.072 0.790
H -3.185 3.950 2.400
H -1.840 3.945 3.291
O -2.481 3.419 2.783
H -0.785 2.493 -0.458
H -0.070 1.066 -0.914
O 0.064 1.959 -0.495
H -3.127 -2.503 3.030
H -2.155 -3.759 3.160
O -2.775 -3.292 2.604
H -2.381 2.654 0.931
H -2.607 1.444 0.373
O -2.482 2.341 0.008
H 0.384 1.854 -2.338
H 1.275 2.036 -3.536
O 0.481 1.557 -3.268
H -1.841 -2.920 0.418
H -3.180 -2.432 0.742
O -2.539 -2.319 0.019
H 1.796 3.398 -0.441
H 1.993 4.158 -1.648
O 2.361 4.127 -0.758


ORCA calculation (ωB97M-V with the def2-TZVPD basis set) on a cluster of 13 separate species, C5H39N2O12 in total in a non-equilibrium geometry.

The HOMO energy comes out at -0.4151 Ha. Its calculated total energy is -1226.0197 Ha. The LUMO energy comes out at -2.602 eV. As for the net charge: +1. Its energy relative to the best compared isomer or geometry (same formula, charge and spin) is 71.81 kcal per mole.

Positions of all 58 atoms, in Å:
N -1.584 0.856 0.362
C -0.679 0.379 -0.836
C -0.291 -1.092 -0.557
C 0.631 1.224 -0.679
N 1.002 1.657 -2.029
C 0.672 3.080 -2.271
C 2.436 1.375 -2.300
H -1.176 0.441 1.199
H -1.541 1.882 0.344
H -2.517 0.536 0.133
H -1.240 0.349 -1.755
H -1.160 -1.661 -0.266
H 0.142 -1.387 -1.514
H 0.466 -1.063 0.218
H 0.423 1.952 0.111
H 1.469 0.674 -0.255
H -0.309 3.114 -2.761
H 0.606 3.785 -1.436
H 1.419 3.421 -2.981
H 2.750 2.043 -3.092
H 2.567 0.323 -2.525
H 3.004 1.530 -1.386
H 1.505 -2.783 0.207
H 1.362 -4.031 1.031
O 1.389 -3.069 1.117
H 0.665 -0.542 3.582
H 1.183 0.512 2.603
O 0.601 -0.253 2.671
H -2.726 -2.042 0.871
H -4.083 -1.188 0.981
O -3.211 -1.253 0.581
H 2.764 -1.795 3.408
H 2.735 -0.741 2.301
O 3.185 -0.982 3.115
H -2.142 -3.469 -2.616
H -1.126 -3.735 -1.531
O -1.196 -3.622 -2.482
H 0.059 2.529 3.106
H -1.057 1.994 4.049
O -0.799 2.729 3.485
H -2.424 0.356 -3.941
H -1.926 -1.090 -3.505
O -2.519 -0.361 -3.312
H -2.121 3.599 1.821
H -1.773 4.505 0.725
O -1.728 3.568 0.936
H -0.470 -2.837 2.082
H -1.337 -3.475 1.173
O -1.433 -3.003 2.016
H 2.373 2.453 2.297
H 3.345 1.864 1.239
O 2.417 1.937 1.484
H 4.690 -0.464 0.415
H 4.058 -0.538 -0.926
O 3.993 -0.037 -0.104
H -3.472 -2.379 -0.959
H -4.120 -2.605 -2.174
O -3.748 -3.168 -1.471


ORCA calculation (ωB97M-V with the def2-TZVPD basis set) on a cluster of 13 separate species, C5H39N2O13 in total in a non-equilibrium geometry.

The HOMO energy (spin up / spin down) comes out at -0.5952 / -0.5950 Ha. Its calculated total energy is -1300.9990 Ha. As for the spin multiplicity: 2. The LUMO energy (spin up / spin down) comes out at -5.736 / -10.781 eV. As for the expectation value of S²: 0.755. As for the net charge: +2. Its energy relative to the best compared isomer or geometry (same formula, charge and spin) is 0.00 kcal per mole.

Positions of all 59 atoms, in Å:
C 0.926 2.299 -0.603
O 2.296 2.071 -0.907
C 0.076 1.054 -0.560
C -1.410 1.391 -0.410
C -2.418 0.231 -0.322
C -2.374 -0.776 -1.479
N -1.690 -1.979 -1.193
N 0.522 0.200 0.603
H 0.522 3.019 -1.310
H 0.938 2.770 0.377
H 2.474 1.600 -1.766
H 0.252 0.464 -1.455
H -1.713 2.027 -1.247
H -1.519 2.012 0.482
H -2.353 -0.307 0.636
H -3.418 0.657 -0.349
H -1.900 -0.315 -2.372
H -3.420 -1.000 -1.788
H -1.783 -2.322 -0.219
H -1.939 -2.771 -1.814
H 0.266 -0.759 0.453
H 1.542 0.202 0.733
H 0.083 0.588 1.493
H 2.761 -0.328 -2.777
H 3.494 0.612 -3.763
O 2.693 0.530 -3.240
H 0.367 0.420 -5.377
H 1.093 0.600 -4.007
O 0.209 0.480 -4.433
H -2.363 -1.197 3.329
H -3.602 -0.191 3.378
O -2.631 -0.242 3.345
H -0.710 4.431 1.543
H -0.609 4.623 3.072
O -0.800 3.969 2.385
H 2.960 -2.291 0.950
H 1.738 -2.257 1.873
O 2.051 -2.634 1.000
H 0.792 -0.574 3.478
H 0.015 -1.917 3.345
O 0.896 -1.496 3.206
H 2.207 -2.460 -2.119
H 3.293 -2.016 -1.086
O 2.910 -1.816 -1.981
H 4.002 0.853 1.605
H 3.286 1.163 0.261
O 3.456 0.465 0.937
H -1.847 2.896 -4.048
H -0.770 1.784 -3.805
O -1.339 2.442 -3.362
H -1.261 -3.125 2.209
H -1.752 -3.583 3.600
O -1.559 -2.790 3.100
H -0.553 2.249 2.819
H -1.308 0.891 3.113
O -0.429 1.272 2.877
H 0.445 -3.305 0.718
H -0.582 -4.359 0.273
O -0.517 -3.456 0.600


ORCA calculation (ωB97M-V with the def2-TZVPD basis set) on a cluster of 14 separate species, C5H39N2O13S in total in a non-equilibrium geometry.

The HOMO energy comes out at -0.1575 Ha. Its calculated total energy is -1699.8028 Ha. The LUMO energy comes out at 2.384 eV. As for the net charge: -1. Its energy relative to the best compared isomer or geometry (same formula, charge and spin) is 7.35 kcal per mole.

Positions of all 60 atoms, in Å:
C 2.096 0.882 0.653
N 0.902 0.212 1.107
C -0.398 0.822 0.835
C -0.848 0.792 -0.664
S -2.087 2.093 -0.960
C -1.339 0.044 1.766
N -2.801 0.261 1.648
C 2.689 0.425 -0.687
H 1.933 1.964 0.569
H 2.869 0.832 1.413
H 0.890 -0.753 0.782
H -0.505 1.854 1.144
H 0.081 0.826 -1.253
H -1.259 -0.197 -0.899
H -1.118 0.266 2.815
H -1.232 -1.038 1.705
H -3.047 0.604 0.723
H -3.052 0.983 2.305
H 2.605 -0.670 -0.754
H 2.243 0.804 -1.605
H 3.754 0.632 -0.655
H 0.330 3.564 -2.501
H 1.031 2.658 -1.323
O 1.103 3.395 -1.931
H 1.024 3.522 2.423
H 1.022 2.045 2.644
O 0.692 2.859 3.045
H 0.583 -1.241 -2.055
H -0.543 -0.602 -2.790
O -0.037 -1.426 -2.773
H -2.130 -3.189 -0.486
H -2.749 -2.287 0.604
O -2.214 -3.083 0.496
H 0.497 -3.078 1.677
H -0.603 -2.886 0.626
O 0.382 -2.813 0.747
H -0.348 -2.172 3.024
H 0.796 -1.258 2.833
O 0.546 -2.024 3.355
H -1.094 3.650 2.750
H -2.140 3.179 1.778
O -1.902 3.949 2.308
H 1.056 -4.414 -2.552
H 0.116 -4.093 -3.806
O 0.212 -4.598 -2.997
H -1.591 -3.902 -2.160
H -1.436 -2.513 -2.698
O -2.072 -3.061 -2.186
H 3.745 -3.084 2.194
H 3.410 -3.670 0.633
O 3.999 -3.465 1.359
H 1.433 -3.793 -0.256
H 1.387 -5.288 -0.752
O 1.841 -4.449 -0.859
H 1.459 5.323 0.862
H 1.855 4.242 -0.179
O 1.908 4.479 0.757
H -1.337 4.382 -2.353
H -1.792 3.321 -3.359
O -1.215 4.085 -3.263


ORCA calculation (ωB97M-V with the def2-TZVPD basis set) on a cluster of 14 separate species, C5H39N2O14 in total in a non-equilibrium geometry.

The HOMO energy comes out at -0.4656 Ha. Its calculated total energy is -1376.4874 Ha. The LUMO energy comes out at -2.425 eV. As for the net charge: +1. Its energy relative to the best compared isomer or geometry (same formula, charge and spin) is 111.22 kcal per mole.

Positions of all 60 atoms, in Å:
N 1.101 -0.921 -0.428
C 0.525 0.493 -0.260
C 1.356 1.558 -1.048
C 1.709 1.184 -2.535
C 2.552 1.852 -0.275
C -0.910 0.557 -0.750
N -1.722 1.560 -0.476
O -1.334 -0.522 -1.209
H 0.901 -1.254 -1.422
H 0.656 -1.564 0.256
H 2.146 -0.899 -0.390
H 0.702 0.709 0.760
H 0.727 2.489 -1.148
H 2.366 0.249 -2.746
H 2.375 1.926 -2.965
H 0.847 1.314 -3.134
H 3.331 2.269 -0.856
H 2.602 2.658 0.482
H 2.827 1.052 0.441
H -1.551 2.575 -0.208
H -2.778 1.524 -0.834
H 2.483 -2.552 3.771
H 1.129 -2.892 3.067
O 1.976 -2.533 2.900
H -2.085 -0.378 2.652
H -1.543 -1.515 1.886
O -1.208 -0.581 2.191
H -2.390 4.356 -1.226
H -3.312 4.573 0.081
O -3.079 3.935 -0.625
H -5.343 -1.686 -0.197
H -3.769 -1.069 -0.520
O -4.377 -1.818 -0.536
H -1.371 -0.039 -3.116
H -2.296 -0.916 -3.856
O -1.324 -0.738 -3.786
H 1.554 1.115 3.524
H 0.617 -0.056 2.962
O 0.703 0.792 3.330
H -1.068 -3.206 -3.716
H -1.280 -2.185 -2.570
O -0.883 -3.042 -2.717
H 3.365 -3.348 -0.507
H 3.967 -2.842 -1.759
O 3.771 -2.469 -0.893
H -1.355 -4.678 2.735
H -0.972 -3.674 1.586
O -0.831 -3.772 2.515
H -2.781 -2.696 0.108
H -1.603 -3.509 -0.579
O -1.957 -2.969 0.231
H 4.774 0.064 2.299
H 4.466 -0.014 3.762
O 4.108 0.295 2.954
H -0.743 1.698 3.455
H -1.607 2.291 2.360
O -1.343 2.471 3.248
H -1.523 5.036 -2.632
H -0.313 5.182 -1.607
O -0.990 4.561 -2.031


ORCA calculation (ωB97M-V with the def2-TZVPD basis set) on a cluster of 14 separate species, C5H39NO13 in total in a non-equilibrium geometry.

The HOMO energy comes out at -0.3586 Ha. Its calculated total energy is -1246.7435 Ha. The LUMO energy comes out at -0.297 eV. Its energy relative to the best compared isomer or geometry (same formula, charge and spin) is 48.41 kcal per mole.

Positions of all 58 atoms, in Å:
C -1.231 1.678 -2.219
N -0.990 0.787 -1.073
C -0.810 1.645 0.151
C -0.596 0.730 1.413
C -1.911 0.674 2.176
C 0.561 1.335 2.220
H -1.772 2.559 -1.845
H -0.354 1.916 -2.821
H -2.026 1.319 -2.889
H -0.041 0.428 -1.132
H 0.027 2.324 -0.029
H -1.662 2.314 0.264
H -0.364 -0.209 0.913
H -2.703 1.419 1.998
H -2.401 -0.289 2.005
H -1.846 0.803 3.265
H 1.255 1.926 1.649
H 0.165 1.888 3.075
H 1.159 0.546 2.691
H -2.239 -4.460 -0.674
H -3.165 -1.221 -1.523
O -2.686 -1.990 -1.900
H 1.448 -1.888 0.392
H 1.410 -2.898 1.435
O 2.045 -2.259 1.079
H 0.623 -1.989 -1.264
H -1.800 -1.906 -1.519
O -0.097 -2.293 -0.658
H -3.123 0.691 -0.474
H -4.408 0.616 -1.229
O -3.863 0.084 -0.636
H -0.593 5.064 1.411
H 0.354 5.277 0.183
O -0.093 4.618 0.721
H 3.180 0.829 -1.103
H 3.504 -0.226 -0.106
O 2.826 -0.003 -0.764
H -1.605 -1.075 -4.284
H -1.362 -2.324 -3.421
O -0.980 -1.785 -4.125
H -1.368 -4.338 0.698
H 0.005 -3.256 -0.774
O -1.438 -4.684 -0.199
H -1.390 -2.444 2.602
H -0.668 -2.272 1.240
O -0.888 -2.919 1.933
H 1.120 3.688 3.583
H 1.285 3.961 2.153
O 1.828 3.869 2.954
H 1.416 -1.226 -2.856
H 2.666 -1.374 -1.964
O 1.954 -1.888 -2.402
H 3.356 2.741 1.770
H 2.920 2.438 0.382
O 3.717 2.437 0.923
H 3.812 -3.499 -1.171
H 3.596 -2.882 0.245
O 4.241 -3.006 -0.471


ORCA calculation (ωB97M-V with the def2-TZVPD basis set) on a cluster of 14 separate species, C5H39NO15 in total in a non-equilibrium geometry.

The HOMO energy comes out at -0.3532 Ha. Its calculated total energy is -1397.1673 Ha. The LUMO energy comes out at 0.019 eV. Its energy relative to the best compared isomer or geometry (same formula, charge and spin) is 133.83 kcal per mole.

Positions of all 60 atoms, in Å:
C -0.082 3.373 -2.842
C 0.836 2.422 -3.601
O 0.424 1.029 -3.360
C 0.240 3.441 -1.300
N -0.026 2.072 -0.756
C 0.030 2.031 0.713
C -0.228 0.679 1.374
O -1.299 -0.093 0.829
H -1.105 3.003 -2.792
H 0.002 4.352 -3.317
H 0.817 2.400 -4.690
H 1.838 2.509 -3.167
H 1.249 0.474 -3.335
H -0.585 4.060 -0.959
H 1.300 3.581 -1.083
H 0.764 1.540 -1.071
H -0.778 2.676 1.076
H 1.008 2.458 0.990
H -0.396 0.794 2.442
H 0.578 -0.026 1.116
H -1.687 0.212 0.001
H -2.980 -1.228 -1.186
H -3.908 -2.526 -1.146
O -3.680 -1.673 -0.680
H 3.073 -0.385 3.155
H 3.491 -1.466 4.070
O 3.878 -0.683 3.607
H -1.232 -3.386 3.961
H -0.025 -4.005 3.638
O -0.596 -3.951 4.408
H -0.948 -1.322 -2.871
H -1.441 -0.772 -1.468
O -1.167 -1.553 -1.974
H 4.540 1.054 -1.089
H 3.680 1.377 0.241
O 3.656 1.351 -0.754
H 2.321 -3.838 4.520
H 1.322 -2.595 4.228
O 2.254 -2.927 4.126
H 1.635 -2.342 -1.483
H 0.155 -2.388 -1.085
O 1.003 -2.849 -0.972
H -4.534 0.563 -0.474
H -4.351 1.681 0.402
O -4.565 1.522 -0.496
H -3.547 -1.131 -3.713
H -4.726 -1.294 -2.662
O -4.570 -1.236 -3.588
H 2.727 -0.503 -1.320
H 3.079 -0.935 -2.725
O 2.372 -0.997 -2.056
H 4.421 1.189 2.572
H 5.061 0.130 1.896
O 4.665 0.959 1.704
H -1.483 1.238 -1.648
H -3.070 1.233 -1.473
O -2.264 0.683 -1.506
H -1.748 -3.091 6.350
H -2.820 -3.836 5.353
O -2.578 -3.056 5.871


ORCA calculation (ωB97M-V with the def2-TZVPD basis set) on an isolated molecule of C5H3Cl3N2 in a non-equilibrium geometry.

Its SMILES is Cc1c(Cl)nc(Cl)nc1Cl. The HOMO energy comes out at -0.3695 Ha. Its calculated total energy is -1682.4017 Ha. The LUMO energy comes out at -0.101 eV. Its energy relative to the best compared isomer or geometry (same formula, charge and spin) is 0.00 kcal per mole.

Positions of all 13 atoms, in Å:
C 1.116 1.219 -1.087
C 0.132 0.238 -0.358
C -1.015 0.666 0.389
Cl -1.614 2.197 0.090
N -1.768 -0.157 1.159
C -1.299 -1.410 1.346
Cl -2.094 -2.590 2.317
N -0.190 -1.895 0.821
C 0.464 -1.044 -0.027
Cl 1.821 -1.701 -0.798
H 0.839 2.065 -1.634
H 1.724 0.926 -1.955
H 1.884 1.486 -0.262


ORCA calculation (ωB97M-V with the def2-TZVPD basis set) on an isolated molecule of C5H3F in a non-equilibrium geometry.

Its SMILES is FC#CC1=CC1. The HOMO energy comes out at -0.3232 Ha. Its calculated total energy is -291.9480 Ha. The LUMO energy comes out at -0.104 eV. Its energy relative to the best compared isomer or geometry (same formula, charge and spin) is 64.89 kcal per mole.

Positions of all 9 atoms, in Å:
F 1.001 -2.618 3.947
C 0.801 -1.919 2.849
C 0.226 -1.888 1.796
C 0.060 -1.100 0.729
C -0.580 -0.839 -0.436
C 0.274 0.296 0.067
H -1.253 -1.040 -1.119
H 1.327 0.425 -0.442
H -0.114 1.280 0.648